Entry 1:
C2H9N3 | ωB97M-V/def2-TZVPD

Structure (XYZ):
```
14
Properties=species:S:1:pos:R:3:nbo_charge:R:1
C -6.31717 1.64619 0.24791 -0.0511
N -6.95114 0.58034 0.00467 -0.5877
H -6.79573 2.24681 1.02763 0.1597
H -5.38096 1.99516 -0.20013 0.1524
H -6.58979 0.10848 -0.82687 0.3267
N 2.99890 0.27018 -0.17017 -0.8518
C 3.75065 -0.86019 0.42696 -0.0646
N 3.79798 -2.03242 -0.50707 -0.8250
H 2.59760 0.66367 0.67711 0.3540
H 3.59986 0.97357 -0.58224 0.3556
H 4.78705 -0.63847 0.67791 0.1630
H 3.21564 -1.17132 1.32729 0.1702
H 4.43675 -1.72113 -1.23185 0.3430
H 2.85038 -2.06087 -0.87115 0.3557
```

As for the SMILES: C=N.NCN. For the HOMO energy, the calculation gives -9.53 eV. Its orbital gap is 10.60 eV. The value obtained for the energy relative to the best compared isomer or geometry (same formula, charge and spin) is 1.619 eV.


Entry 2:
C51H86BBr20N3O4S2 | ωB97M-V/def2-TZVPD

Structure (XYZ):
```
167
Properties=species:S:1:pos:R:3:mulliken_charge:R:1
C 3.51036 0.89249 0.79030 -1.6062
C 2.92958 2.15012 0.13863 0.5609
C 3.25316 2.22039 -1.33898 -0.6962
C 2.44655 3.21946 -2.16427 -0.9919
C 0.91932 3.24416 -1.97411 -0.3390
C 0.14693 2.82880 -3.21782 -1.7066
C 0.36438 1.38725 -3.67072 -0.6924
C 0.30066 0.39123 -2.52927 0.3856
C 0.05855 -1.05901 -2.96498 -1.1138
C -1.04414 -1.74267 -2.24779 0.3682
C -1.10238 -1.95327 -0.92098 0.7819
C -0.08765 -1.53205 0.06793 -0.5134
S 0.36275 -2.83966 1.22438 -0.1316
C 1.71660 -3.62892 0.32252 0.0408
C 1.71434 -5.10513 0.65874 -1.5130
C -2.28633 -2.63247 -0.37351 -0.3593
O -2.76460 -2.32549 0.68505 -0.7537
C -2.87281 -3.66225 -1.21279 0.7338
C -3.49081 -4.81359 -0.64954 -0.5838
B -3.55762 -5.05698 0.92176 0.8997
N -2.56214 -5.87847 1.53350 -0.5532
O -4.59840 -4.53962 1.64743 -0.1618
C -4.05286 -5.74130 -1.55658 -1.1206
C -4.04471 -5.53400 -2.95496 1.1296
C -4.71718 -6.48270 -3.89921 -1.5506
C -6.12383 -6.02664 -4.28967 -0.3031
C -6.94294 -5.51333 -3.10217 -1.1711
C -6.86890 -4.00039 -2.92094 -0.6259
C -6.99569 -3.58641 -1.46332 -0.0718
C -6.69264 -2.11538 -1.27161 -0.1739
C -6.87375 -1.54161 0.14217 -0.7418
S -8.14074 -2.34484 1.15126 -0.2995
C -7.14034 -2.91873 2.42716 0.5341
N -6.26186 -2.25832 3.12802 -0.2844
N -5.68684 -3.17768 4.01441 -0.4880
C -6.29867 -4.30223 3.76767 0.0842
O -7.21769 -4.22267 2.77828 -0.2634
C -3.40450 -4.37581 -3.46746 -0.9786
C -2.81778 -3.45531 -2.59500 0.7901
C -2.14432 -2.25635 -3.08486 -0.4190
O -2.44848 -1.73073 -4.11195 -0.6164
H 2.98502 0.67784 1.71210 0.3151
H 3.37178 0.02511 0.16034 0.2940
H 4.55990 0.99997 1.02651 0.4611
H 1.86478 2.13476 0.32450 0.0817
H 3.37009 2.98931 0.65445 0.0735
H 3.21405 1.23000 -1.76740 0.2501
H 4.29431 2.51464 -1.42033 0.4688
H 2.83969 4.21005 -1.99199 0.4598
H 2.63788 2.98133 -3.20307 0.3976
H 0.58668 2.65812 -1.13252 0.2018
H 0.63149 4.26145 -1.74504 0.4444
H -0.91248 2.93216 -3.00797 0.4492
H 0.35527 3.52839 -4.01446 0.4350
H -0.43410 1.12167 -4.35504 0.5249
H 1.27363 1.28756 -4.24560 0.2638
H -0.46290 0.71006 -1.83337 0.5594
H 1.23408 0.42104 -1.98629 -0.7187
H -0.08494 -1.15225 -4.02926 0.8076
H 0.94834 -1.63380 -2.73483 0.3334
H 0.81122 -1.17756 -0.40664 -0.0700
H -0.46957 -0.71687 0.66787 0.4287
H 2.66402 -3.16708 0.55253 0.3251
H 1.51714 -3.50085 -0.73394 0.2065
H 1.00585 -5.62095 0.02893 0.3933
H 2.68639 -5.54729 0.49202 0.3870
H 1.42517 -5.27092 1.68597 0.3482
H -2.70457 -5.94099 2.53488 0.2605
H -1.64345 -5.46604 1.39801 0.1426
H -4.79268 -3.64898 1.33601 0.1712
H -4.51936 -6.62787 -1.16240 0.4677
H -4.10723 -6.55489 -4.79205 0.4118
H -4.75360 -7.47573 -3.47539 0.3770
H -6.08671 -5.28546 -5.07585 0.3662
H -6.64377 -6.87142 -4.69715 0.0956
H -6.60152 -5.98937 -2.19834 0.3492
H -7.97395 -5.77592 -3.28788 0.6681
H -5.90759 -3.64770 -3.27380 0.0466
H -7.63803 -3.51436 -3.50693 0.5548
H -7.99523 -3.81749 -1.12688 0.6458
H -6.28034 -4.17550 -0.90323 -0.1751
H -7.25499 -1.54068 -1.99521 0.5280
H -5.64664 -1.97902 -1.51693 -0.3183
H -7.16459 -0.50591 0.08357 0.5462
H -5.93321 -1.56037 0.66774 0.1692
H -6.15239 -5.24489 4.24544 0.4494
H -3.38399 -4.18868 -4.52860 0.5800
Br 2.13905 5.63148 1.76658 -0.0748
C 3.62665 6.47103 2.68993 -0.5316
C 4.58982 5.45537 3.23776 -0.2337
Br 3.88442 4.57292 4.82204 -0.1161
H 3.19655 7.09457 3.46716 0.3738
H 4.12115 7.09846 1.95140 0.3381
H 5.51153 5.93792 3.55511 -0.0703
H 4.81523 4.67214 2.52131 0.3095
Br -1.70092 4.65577 1.45718 -0.1583
C -2.37448 6.36288 2.11404 -0.3689
C -1.24443 7.28483 2.48142 -0.1461
Br -0.42218 6.76747 4.16599 -0.1345
H -3.02786 6.14266 2.95156 0.4258
H -2.95427 6.77735 1.29694 0.0436
H -1.59574 8.30124 2.63056 -0.0806
H -0.45252 7.28226 1.73856 0.3279
Br 3.61764 -3.14545 3.38768 -0.1231
C 2.71879 -1.79089 4.45294 -0.5567
C 3.71820 -0.89245 5.12486 -0.4072
Br 4.61211 -1.75540 6.62391 -0.1734
H 2.07723 -2.32026 5.14834 0.4859
H 2.10802 -1.22466 3.75395 0.2693
H 3.22368 -0.01692 5.53573 0.4492
H 4.50430 -0.58306 4.44486 0.0856
Br 1.09970 -3.73152 -5.32406 -0.1108
C 2.18528 -2.76024 -6.61279 -0.6570
C 3.49699 -2.31731 -6.02170 -0.6079
Br 3.28604 -0.78848 -4.83687 -0.0862
H 1.58723 -1.92584 -6.96248 0.3855
H 2.35609 -3.45545 -7.43094 0.3715
H 4.17343 -1.98513 -6.80529 0.3598
H 3.96963 -3.10130 -5.44068 0.3697
Br 6.95897 -0.87715 2.94847 -0.1286
C 7.34214 -2.75796 3.23518 -0.2989
C 8.33714 -2.96082 4.34077 -0.6013
Br 10.15566 -2.51067 3.79877 -0.1701
H 7.68016 -3.15431 2.28378 0.4693
H 6.39377 -3.21083 3.50963 -0.0335
H 8.36372 -4.00980 4.62721 0.4589
H 8.11079 -2.35067 5.20966 0.2875
Br -8.88973 -6.91154 -7.19705 -0.1339
C -8.08876 -8.26193 -8.34426 -0.5798
C -7.67750 -9.48316 -7.56766 -0.5783
Br -6.07063 -9.16065 -6.52361 -0.1171
H -7.24758 -7.78951 -8.83902 0.3693
H -8.84945 -8.51714 -9.07786 0.3448
H -7.43425 -10.29991 -8.24275 0.3345
H -8.44240 -9.80401 -6.86935 0.3668
Br -3.95789 9.42703 2.04798 -0.0806
C -4.36923 10.24863 0.34065 -0.1182
C -4.63403 9.22121 -0.72447 -0.6467
Br -2.98361 8.37571 -1.31619 -0.1397
H -3.52646 10.88843 0.10068 -0.0962
H -5.24989 10.86310 0.51078 0.3230
H -5.06288 9.68837 -1.60751 0.3920
H -5.28571 8.42635 -0.37887 0.3946
Br 7.96964 7.80209 6.34037 -0.1187
C 9.16354 6.81413 5.16886 -0.6338
C 9.31731 7.48474 3.83041 -0.5697
Br 7.73741 7.24112 2.72179 -0.0957
H 8.75556 5.81305 5.08201 0.3657
H 10.12093 6.77491 5.68228 0.3735
H 10.13909 7.04188 3.27328 0.3463
H 9.47006 8.55441 3.91908 0.3687
Br 8.57246 -2.64642 8.09315 -0.1148
C 10.42931 -2.89863 7.56307 -0.5705
C 10.67613 -4.26235 6.97860 -0.3593
Br 10.71117 -5.64396 8.34771 -0.1451
H 11.02934 -2.72611 8.44954 0.4275
H 10.63278 -2.12491 6.82627 0.2874
H 11.64904 -4.29770 6.49631 0.3727
H 9.91258 -4.55108 6.26906 0.0995
Br -2.54606 14.05217 0.75542 -0.1423
C -0.70605 13.61401 0.30037 -0.5462
C -0.55679 12.15613 -0.03572 -0.6635
Br -0.61407 11.03745 1.55367 -0.0643
H -0.09585 13.90576 1.14767 0.3695
H -0.45906 14.23067 -0.56023 0.3637
H 0.40769 11.96324 -0.49879 0.3823
H -1.34632 11.80802 -0.69322 0.3485
```

As for the SMILES: CCCCCCCCCC1=C(CSCC)C(=O)c2c(B(N)O)cc(CCCCCCCSc3nnco3)cc2C1=O.BrCCBr.BrCCBr.BrCCBr.BrCCBr.BrCCBr.BrCCBr.BrCCBr.BrCCBr.BrCCBr.BrCCBr. For the HOMO energy, the calculation gives -8.66 eV. Its orbital gap is 8.14 eV.


Entry 3:
H5N4 | ωB97M-V/def2-TZVPD

Structure (XYZ):
```
9
Properties=species:S:1:pos:R:3:nbo_charge:R:1
N -0.72842 -1.19574 -0.70593 -0.4103
N -0.04315 -0.06678 -0.00375 0.3101
N -0.71961 1.02026 -0.25853 -0.5156
N 0.95255 -0.20453 0.80306 -0.4708
H -0.43517 -2.03219 -0.23835 0.3373
H -1.45427 0.82964 -0.98475 0.4648
H -0.30196 2.01290 -0.31190 0.4388
H 1.40079 -1.02443 0.66082 0.4288
H 1.32924 0.66087 1.03934 0.4169
```

As for the SMILES: N=[N+](N)N. For the HOMO energy (spin up / spin down), the calculation gives -15.25 / -15.25 eV. As for the total charge: +1. Its orbital gap (spin up / spin down) is 9.16 / 9.16 eV. The value obtained for the energy relative to the best compared isomer or geometry (same formula, charge and spin) is 2.314 eV.


Entry 4:
C19H51BNO10 | ωB97M-V/def2-TZVPD

Structure (XYZ):
```
82
Properties=species:S:1:pos:R:3:mulliken_charge:R:1
N 3.11433 1.79338 -0.20332 -0.6438
B 2.19488 0.77776 -0.67559 -0.0054
O 1.72534 1.00229 -2.02510 -0.6836
C 1.68475 -0.41364 0.15799 0.7863
C 2.27383 -1.74453 -0.33571 -0.7118
C 3.65357 -2.09551 0.25683 -0.7161
C 4.65100 -2.53388 -0.83159 -0.3381
C 5.67763 -3.54947 -0.37441 -0.5018
O 6.76525 -2.94459 0.33310 -0.5885
C 0.21679 -0.49003 -0.14522 -0.2538
O -0.54178 -1.22454 0.86806 0.2095
C -1.78288 -1.57004 0.40310 -0.5930
O -2.74867 -0.81978 1.13012 -0.2677
C -3.93572 -0.66355 0.40648 -0.1222
C -4.71452 -1.94367 0.17853 -0.8044
O -6.04700 -1.59738 -0.17149 -0.5364
H 3.73802 2.08812 -0.94880 0.1587
H 3.63995 1.49373 0.60652 0.2573
H 2.41601 0.82892 -2.67618 0.2556
H 2.29811 -1.75421 -1.44006 0.4082
H 1.58006 -2.51339 -0.01506 0.0524
H 4.03132 -1.26062 0.82995 0.2510
H 3.54085 -2.91967 0.95279 0.3817
H 5.14240 -1.64626 -1.21775 0.0563
H 4.07387 -3.00649 -1.61616 0.3969
H 5.19902 -4.31736 0.21795 0.4051
H 6.07383 -4.01895 -1.27478 0.1480
H 7.38482 -2.63505 -0.33890 0.3313
H -0.25293 0.47810 -0.30080 -0.6637
H 0.08554 -1.02502 -1.10502 0.2790
H -1.90416 -1.30677 -0.65057 0.4482
H -1.94372 -2.64998 0.50683 0.1358
H -3.73082 -0.20063 -0.55544 0.2617
H -4.57350 -0.00819 0.99198 0.5081
H -4.67825 -2.56885 1.06818 0.3121
H -4.23279 -2.51016 -0.61619 0.3309
H -6.41232 -2.32706 -0.68911 0.3190
C 0.38254 -2.16596 4.42907 -0.8137
C 0.95796 -0.75854 4.37078 -0.2624
O 1.65822 -0.53153 3.16452 -0.4861
H 1.18162 -2.90252 4.32946 0.2405
H -0.14650 -2.34407 5.37142 0.3854
H -0.31270 -2.32351 3.60263 0.0563
H 1.66659 -0.60458 5.18881 0.2908
H 0.15047 -0.01903 4.47522 0.2376
H 1.06201 -0.64612 2.40189 0.1591
C 7.15253 -7.51413 -3.55197 -1.0900
C 6.08089 -6.78856 -2.75727 -0.1575
O 5.77109 -5.52102 -3.32534 -0.4974
H 8.05963 -6.91125 -3.60244 0.2914
H 7.39533 -8.47635 -3.09785 0.3241
H 6.81968 -7.69095 -4.57784 0.3199
H 6.42243 -6.59748 -1.74138 0.2804
H 5.17009 -7.39477 -2.70396 0.2725
H 5.45062 -5.66936 -4.22113 0.2805
C -2.89268 3.84561 0.89791 -1.1476
C -2.51379 2.37532 0.83257 0.0356
O -1.98336 2.01950 -0.44300 -0.1617
H -3.62835 4.08708 0.12981 0.0639
H -3.31123 4.10010 1.87367 0.3920
H -2.02382 4.48045 0.72019 0.3384
H -3.38779 1.74261 0.99289 -0.0669
H -1.77686 2.13294 1.60388 0.3918
H -1.19177 2.54736 -0.60069 0.1323
C -4.66695 8.04912 2.10472 -1.0134
C -3.19253 7.93855 1.75968 -0.2457
O -2.97806 7.09372 0.63509 -0.4446
H -5.08219 7.06215 2.30955 0.2447
H -4.82019 8.68331 2.97957 0.3414
H -5.22837 8.47307 1.26848 0.3196
H -2.63917 7.49866 2.58749 0.2852
H -2.77208 8.92994 1.55618 0.2727
H -3.44989 7.47179 -0.11434 0.2569
C -4.62055 3.73485 -2.54953 -1.1337
C -4.93139 2.39791 -1.89803 -0.2134
O -3.88338 1.46283 -2.09427 -0.6191
H -4.45103 3.60367 -3.61891 0.3247
H -5.44004 4.44339 -2.40709 0.3426
H -3.71211 4.16626 -2.12630 0.2405
H -5.82869 1.96134 -2.33591 0.4433
H -5.10521 2.52923 -0.82252 0.1791
H -3.07315 1.82592 -1.69688 0.3473
```

For the HOMO energy, the calculation gives -1.69 eV. As for the total charge: -1. Its orbital gap is 3.97 eV.